Record 1
162
Properties=species:S:1:pos:R:3:forces:R:3 method="wB97M-V/def2-TZVPD" lumo_ev=0.39 smiles="CCOS(C)(=O)=O.CCOS(C)(=O)=O.c1ccccc1.c1ccccc1.c1ccccc1.c1ccccc1.c1ccccc1.c1ccccc1.CCCCCC.CCCCCC.CCCCCC" max_force_ha_per_bohr=0.038 charge=0 homo_energy_ev=-9.0 homo_lumo_gap_ev=9.3669 spin_multiplicity=1
C 4.162 5.604 -5.369 0.0177 0.6182 0.0426
C 2.843 4.897 -5.092 0.7717 -0.1062 -1.0048
O 2.804 4.552 -3.712 -1.1400 -0.8981 0.5184
S 1.524 3.620 -3.272 1.3008 0.7316 1.2671
C 2.155 3.153 -1.687 -0.3481 0.1188 0.4590
O 0.413 4.510 -3.095 0.0301 -0.6599 -0.5163
O 1.471 2.412 -4.047 -0.2498 0.5855 -0.4587
H 4.067 6.673 -5.167 -0.0149 -0.0322 -0.0191
H 4.436 5.496 -6.419 -0.0399 -0.0296 0.0258
H 4.995 5.265 -4.756 -0.1337 -0.3841 0.0104
H 2.033 5.569 -5.391 -0.1940 -0.2708 0.2997
H 2.797 3.974 -5.681 -0.1632 0.1277 0.0909
H 3.131 2.684 -1.765 0.0522 0.1468 -0.1513
H 1.464 2.434 -1.244 -0.1245 -0.0616 -0.2965
H 2.155 4.013 -1.022 0.2430 0.1497 -0.2091
C -2.415 -2.629 3.647 -0.8202 0.5196 0.4830
C -1.870 -2.423 5.061 0.6452 -1.1703 -0.9059
O -2.833 -1.654 5.777 -0.7075 0.3292 1.4026
S -3.019 -1.917 7.369 0.2877 0.4898 1.1484
C -1.491 -1.165 7.992 -0.6539 0.0870 0.0312
O -4.118 -1.135 7.883 0.8865 -0.3048 -1.2743
O -3.022 -3.323 7.648 0.2663 0.1811 -0.5056
H -1.660 -2.581 2.866 0.0889 -0.1722 0.0778
H -3.127 -1.813 3.496 0.1992 0.1143 -0.3247
H -3.030 -3.526 3.577 0.2856 -0.1835 -0.0585
H -1.712 -3.391 5.544 -0.1272 0.1284 0.1568
H -0.894 -1.935 5.006 -0.2075 0.4244 0.2873
H -1.474 -0.157 7.577 0.2674 -0.1270 -0.2553
H -0.624 -1.778 7.766 -0.0373 0.0721 -0.3230
H -1.544 -1.033 9.072 -0.3457 -0.3318 0.0075
C 5.161 -4.316 2.734 0.4659 -0.1289 0.2092
C 5.934 -3.825 3.784 0.2580 0.1404 -0.6238
C 5.914 -2.472 4.052 0.1293 0.4243 -0.0596
C 5.148 -1.597 3.282 0.5072 -0.1489 0.0107
C 4.433 -2.092 2.205 -0.4211 -0.4174 -0.9060
C 4.453 -3.452 1.908 0.1215 -0.8754 1.0678
H 5.195 -5.385 2.556 -0.0989 0.0540 -0.2610
H 6.707 -4.438 4.231 -0.4163 -0.2241 0.3846
H 6.576 -2.062 4.806 -0.0915 -0.0187 0.0727
H 5.281 -0.540 3.475 -0.4271 0.0749 -0.0549
H 3.860 -1.519 1.486 0.1438 0.6145 0.3778
H 3.916 -3.929 1.099 -0.1694 0.5238 -0.2161
C -0.227 2.843 2.880 -0.0102 -0.5011 -0.3202
C -1.186 2.019 3.455 1.3651 -0.1430 0.2901
C -0.783 1.298 4.590 -1.5571 -0.1168 -0.5442
C 0.474 1.391 5.129 0.2479 0.1525 0.1196
C 1.426 2.213 4.523 0.2572 -0.3773 0.2927
C 1.079 2.909 3.393 -1.0712 0.7757 -0.6149
H -0.450 3.346 1.946 -0.0386 0.2248 0.1194
H -2.150 1.864 2.993 -0.1427 0.1400 0.1562
H -1.534 0.642 5.023 0.1670 -0.0315 0.2102
H 0.667 0.829 6.034 0.3379 0.0297 -0.0587
H 2.439 2.275 4.902 -0.0570 0.0213 0.1221
H 1.724 3.611 2.881 0.4241 -0.2079 0.2383
C -8.507 0.825 -1.323 -0.2082 0.2536 -0.4202
C -8.915 1.290 -2.581 0.5932 -0.1620 0.1633
C -8.342 0.732 -3.718 0.4261 0.0276 -0.6599
C -7.379 -0.254 -3.624 0.1181 -1.1281 0.9902
C -6.986 -0.727 -2.368 -0.3006 0.3777 -0.6081
C -7.546 -0.171 -1.229 0.2873 -0.3657 0.0880
H -8.938 1.250 -0.427 0.0167 0.0060 0.0417
H -9.603 2.116 -2.686 -0.1757 -0.0787 0.1291
H -8.533 1.044 -4.740 -0.5618 0.3432 0.2437
H -6.987 -0.790 -4.478 0.0185 0.4332 -0.2758
H -6.267 -1.534 -2.312 0.0426 0.0219 0.1464
H -7.203 -0.564 -0.279 -0.2468 0.2300 0.1908
C -6.538 0.472 3.011 -0.2283 -0.5243 0.0196
C -6.558 1.393 1.976 0.0120 0.2145 -0.0040
C -7.453 2.451 2.017 -0.6184 0.7271 0.3324
C -8.361 2.575 3.071 0.4409 -0.9265 0.1236
C -8.378 1.587 4.053 0.0275 0.2267 0.3944
C -7.444 0.557 4.065 -0.1351 0.2244 -0.6093
H -5.890 -0.393 2.935 0.1915 0.1257 0.1437
H -5.867 1.284 1.151 -0.0255 0.0539 -0.0592
H -7.501 3.228 1.263 0.3285 -0.1955 -0.2254
H -9.056 3.397 3.163 -0.0084 0.0766 -0.2878
H -9.122 1.651 4.839 0.0747 -0.0246 0.0709
H -7.448 -0.198 4.839 -0.0269 0.0215 0.0666
C -4.630 1.949 -4.380 0.9432 0.3945 -0.2777
C -4.150 2.904 -5.287 -1.2558 -0.1898 -0.3027
C -2.809 3.076 -5.570 -0.2050 -1.0958 -0.1814
C -1.913 2.271 -4.872 1.0207 0.8233 0.4669
C -2.338 1.444 -3.864 -0.6666 -0.8170 0.3524
C -3.697 1.216 -3.668 -0.4274 -0.1737 0.0664
H -5.688 1.761 -4.277 -0.0395 0.0941 0.0629
H -4.910 3.419 -5.868 0.2227 0.2265 -0.0086
H -2.523 3.634 -6.451 0.2003 0.3572 0.2792
H -0.834 2.328 -4.965 -0.1035 0.2399 -0.4984
H -1.635 0.892 -3.251 0.1445 0.0003 -0.1868
H -4.054 0.419 -3.023 0.1667 0.1478 0.2477
C 4.144 2.934 1.117 -0.2111 0.0828 0.2700
C 4.699 4.138 0.707 -0.3654 0.8968 0.0469
C 6.051 4.312 0.496 0.4785 -1.7347 -0.1646
C 6.851 3.172 0.716 -0.2132 0.7012 -0.1543
C 6.294 1.966 1.111 0.5059 -0.4033 0.2876
C 4.934 1.818 1.358 0.0033 0.8947 -0.0603
H 3.074 2.912 1.285 0.0215 -0.1908 0.0767
H 4.064 5.017 0.636 -0.1564 -0.1716 -0.2669
H 6.459 5.202 0.041 0.0334 0.2226 0.3997
H 7.929 3.222 0.630 -0.0106 0.0519 -0.2590
H 6.987 1.141 1.233 -0.1888 -0.1187 0.1921
H 4.486 0.945 1.811 0.1725 -0.2528 -0.2931
C 2.630 -0.257 -0.565 -0.4933 0.1992 -0.7528
C 1.373 -0.172 0.318 0.2081 0.0243 -1.0495
C 0.085 -0.364 -0.507 0.7172 1.1217 0.4548
C -1.169 -0.399 0.361 -0.1367 -0.7646 -0.2530
C -2.453 -0.270 -0.454 0.3206 0.5296 -0.4240
C -3.725 -0.612 0.275 0.1100 -1.2513 0.2341
H 2.754 -1.285 -0.912 0.5793 -0.0945 0.4578
H 3.496 0.217 -0.107 0.2244 -0.6420 0.2049
H 2.563 0.273 -1.525 -0.5347 0.2311 0.1505
H 1.467 -0.954 1.074 -0.1678 0.2683 0.3578
H 1.325 0.830 0.751 -0.0096 -0.1740 0.5109
H 0.201 -1.242 -1.142 -0.3363 -0.1036 0.0314
H 0.067 0.512 -1.168 -0.2592 -0.1258 -0.2229
H -1.130 -1.392 0.829 -0.3385 0.0651 0.2287
H -1.172 0.330 1.173 0.3173 0.1039 -0.0683
H -2.581 0.755 -0.827 0.4238 -0.0562 -0.1049
H -2.326 -0.914 -1.332 -0.2524 0.0514 -0.0646
H -4.596 -0.509 -0.373 -0.0733 0.2747 0.1485
H -3.668 -1.678 0.535 -0.2115 0.0956 0.1838
H -3.837 -0.061 1.211 -0.1211 0.1642 -0.1185
C 6.756 -2.034 -5.086 0.6151 -0.5200 -0.6056
C 6.842 -2.093 -3.567 -0.3030 0.7425 -0.3697
C 6.005 -0.988 -2.889 0.7627 0.1759 -1.1707
C 6.526 0.431 -3.143 -0.3046 0.2218 0.4608
C 5.573 1.500 -2.603 -0.3164 -0.6724 0.9757
C 5.894 2.953 -2.941 -0.5050 -0.9879 -0.6099
H 5.801 -2.405 -5.461 -0.1142 0.3910 -0.0456
H 7.516 -2.680 -5.542 -0.1303 -0.2585 0.2187
H 7.032 -1.070 -5.519 -0.5082 0.2034 0.2138
H 6.397 -3.037 -3.251 0.5428 -0.2169 0.1812
H 7.906 -2.001 -3.335 -0.1079 -0.2657 0.5581
H 6.021 -1.147 -1.811 -0.6281 -0.1167 0.0207
H 5.033 -1.066 -3.387 -0.3838 -0.0373 0.7447
H 7.463 0.500 -2.581 0.2758 0.2802 -0.4731
H 6.654 0.647 -4.206 0.3850 -0.2510 0.0083
H 4.555 1.236 -2.919 0.0380 0.2234 -0.3130
H 5.507 1.371 -1.513 0.2031 0.1057 0.0054
H 6.960 3.163 -2.860 -0.0524 0.1926 0.2538
H 5.594 3.071 -3.985 0.1687 0.4234 -0.0099
H 5.265 3.586 -2.319 0.3017 0.3743 -0.0493
C 1.042 -3.988 -1.762 0.0928 -0.4594 0.2397
C -0.361 -4.274 -1.207 0.3322 -0.1802 -0.0625
C -0.459 -5.615 -0.467 0.0483 -0.5863 -0.2896
C -1.620 -5.650 0.528 0.4159 -0.3517 0.0695
C -3.001 -5.565 -0.108 0.0754 0.8612 -0.0973
C -4.041 -5.224 0.951 -0.8479 -0.0792 -0.1619
H 1.244 -2.946 -2.006 -0.1291 0.0781 0.2082
H 1.272 -4.541 -2.675 -0.2815 -0.1604 0.0177
H 1.755 -4.353 -1.019 0.2408 0.3639 -0.0208
H -0.688 -3.514 -0.490 0.1821 0.2886 -0.1698
H -1.072 -4.275 -2.034 -0.1458 0.1327 0.0867
H 0.458 -5.927 0.047 0.1396 0.6996 0.1712
H -0.523 -6.420 -1.210 -0.4708 0.0065 0.0031
H -1.502 -6.507 1.201 -0.2896 -0.2939 -0.3045
H -1.512 -4.820 1.237 0.0054 0.2671 -0.2464
H -2.978 -4.722 -0.809 0.0012 0.0818 0.0641
H -3.246 -6.395 -0.774 0.0020 -0.4158 0.4883
H -3.880 -4.206 1.311 0.2336 -0.1076 0.2321
H -5.073 -5.206 0.587 0.1297 -0.1330 -0.2892
H -4.062 -5.920 1.793 0.2894 0.0424 0.0558

Record 2
11
Properties=species:S:1:pos:R:3:forces:R:3 method="wB97M-V/def2-TZVPD" lumo_ev=1.12 max_force_ha_per_bohr=0.028 charge=0 homo_energy_ev=-7.4 homo_lumo_gap_ev=8.4870 spin_multiplicity=1
O -1.534 2.163 1.747 0.4375 -0.1681 -1.2791
C -1.112 1.981 0.703 -0.5628 0.3230 1.2739
C -0.897 -1.136 -0.833 0.0438 -0.0678 0.0087
N 0.044 -0.551 -0.159 -0.1369 0.1649 0.0734
C 1.301 0.154 -0.390 0.1391 0.0353 -0.3105
C 0.630 -0.042 0.908 -0.0490 -0.2508 -0.0125
H -1.701 -1.631 -0.303 0.1346 0.0623 -0.0306
H -0.839 -1.129 -1.913 0.0167 0.0249 0.1615
H 1.218 1.125 -0.893 0.0232 -0.2202 0.1550
H 2.098 -0.498 -0.766 -0.0984 0.1210 0.1014
H 0.792 -0.436 1.898 0.0521 -0.0245 -0.1412

Record 3
11
Properties=species:S:1:pos:R:3:forces:R:3 method="wB97M-V/def2-TZVPD" lumo_ev=0.37 smiles="[H]/N=N/C(N)=C=C" max_force_ha_per_bohr=0.043 charge=0 homo_energy_ev=-8.2 homo_lumo_gap_ev=8.5716 spin_multiplicity=1
H 0.142 2.542 -1.422 0.2420 -0.0658 -0.1493
N -0.128 1.733 -0.855 0.5687 0.3510 -0.1782
N 0.879 1.025 -0.684 -0.9060 1.3361 -0.2540
C 0.591 -0.106 0.095 1.0686 -1.2907 0.4041
N 1.718 -0.749 0.580 1.0197 -0.2886 0.0919
C -0.614 -0.509 0.300 0.0714 0.4235 -0.8434
C -1.889 -0.437 0.293 -1.1329 -0.9928 1.5874
H 1.571 -1.731 0.772 0.0852 0.1721 -0.0243
H 2.515 -0.599 -0.023 0.0710 -0.0926 0.0412
H -2.536 -0.967 -0.370 -0.3573 -0.0881 -0.5804
H -2.277 -0.146 1.260 -0.7304 0.5360 -0.0951

Record 4
113
Properties=species:S:1:pos:R:3:forces:R:3 method="wB97M-V/def2-TZVPD" lumo_ev=-3.72 max_force_ha_per_bohr=0.124 charge=+1 homo_energy_ev=-10.4 homo_lumo_gap_ev=6.6390 spin_multiplicity=1
C 1.050 -4.380 -0.723 0.8651 -0.5178 0.4761
C 0.452 -5.276 -1.961 0.2377 -0.2998 -0.4378
C -0.552 -4.451 -2.976 0.1397 0.4821 0.4206
C 0.074 -4.478 -4.500 -0.0629 -0.8228 -0.8073
C -1.024 -4.235 -5.693 -0.5047 0.5712 1.0213
C -1.914 -2.901 -5.331 -0.8747 -0.6371 -0.9370
C -1.051 -1.514 -5.190 0.0459 0.8432 -0.2599
C -1.071 -0.829 -3.701 -2.9657 -0.0567 3.0534
C -2.394 -0.979 -2.694 5.8431 2.2097 -0.9416
N -1.975 -0.212 -1.459 4.4186 0.4542 -3.6579
C -0.557 0.375 -1.622 -1.4329 -1.2955 -1.7980
C 0.161 1.259 -0.443 -0.7041 0.3754 0.5233
C 0.639 0.408 0.874 -0.3499 -0.5158 1.2281
C -0.197 -0.975 1.152 0.1019 -0.0712 0.9480
N 0.011 0.032 -3.015 -5.4702 -1.3716 2.9588
C 1.329 0.415 -3.651 0.6442 -0.9458 -1.0927
Br 1.689 2.418 -3.616 -0.6366 -1.7560 -0.0165
C 2.630 -0.431 -3.120 0.7346 -0.6533 -1.2822
C 2.378 -2.046 -2.946 0.0247 -0.3622 -0.7677
Br 3.495 0.377 -1.464 -0.7251 -0.7887 -1.2667
H 2.213 -4.629 -0.664 -2.4773 0.6871 0.0261
H 0.611 -4.653 0.333 0.6696 0.4599 -2.1783
H 0.944 -3.221 -0.852 0.0870 -2.2867 0.0362
H 1.391 -5.630 -2.607 -2.1132 0.7168 1.4040
H -0.082 -6.266 -1.579 1.1988 2.2116 -0.6967
H -1.675 -4.857 -2.949 2.5468 0.6310 -0.2022
H -0.627 -3.348 -2.526 0.1336 -2.2109 -1.2298
H 0.539 -5.562 -4.667 -0.9587 2.3507 0.3716
H 0.948 -3.719 -4.673 -1.6022 -1.4022 0.6879
H -0.555 -4.063 -6.765 -0.7959 -0.6572 2.3098
H -1.771 -5.157 -5.676 1.5817 1.9873 -0.3453
H -2.670 -2.751 -6.242 1.6178 -0.2107 2.0621
H -2.578 -3.173 -4.407 1.4072 0.8418 -1.5652
H -1.546 -0.724 -5.932 1.1634 -1.5675 1.7000
H 0.046 -1.700 -5.593 -2.1604 0.4425 1.1024
H -3.403 -1.548 -2.864 2.3463 1.3997 0.5630
H -2.489 -0.046 -0.552 0.7888 -0.4002 -1.5624
H 1.071 1.908 -0.788 -1.9122 -1.4949 0.0631
H -0.664 2.031 -0.059 1.6048 -1.7566 -1.0590
H 0.434 1.112 1.816 0.4964 -1.4801 -2.1334
H 1.779 0.149 0.913 -2.2209 0.6735 -0.5863
H 0.362 -1.600 2.002 -1.2473 1.4834 -1.8586
H -1.260 -0.701 1.594 2.0455 -0.7107 -1.0047
H -0.293 -1.694 0.233 0.1782 1.5411 1.6393
H 1.220 0.158 -4.812 0.0745 0.5641 2.7237
H 3.463 -0.321 -3.967 -1.8615 0.1798 1.9567
H 1.237 -2.307 -2.975 2.1819 0.5598 0.2153
H 2.882 -2.599 -3.876 -1.1073 1.3034 1.9996
H 2.860 -2.519 -1.989 -0.9763 1.2793 -1.8109
C 3.773 7.338 -2.321 0.0570 -0.0475 -0.1679
O 4.880 6.499 -2.630 -0.1050 -0.0029 0.5286
C 5.785 6.368 -1.528 -0.0391 -0.4839 -0.3828
C 5.587 5.038 -0.795 -0.2306 0.5459 0.2329
O 4.308 4.988 -0.151 -0.0738 -0.1930 -0.5092
C 3.357 4.228 -0.890 0.1593 0.1970 0.3094
H 3.009 7.196 -3.090 0.1799 -0.0041 0.0089
H 3.334 7.095 -1.349 0.0706 0.0103 -0.0194
H 4.091 8.385 -2.330 -0.0982 0.0370 0.0680
H 5.687 7.216 -0.840 -0.0632 -0.1473 -0.0086
H 6.798 6.390 -1.944 -0.0205 -0.0015 0.0488
H 6.342 4.952 -0.008 0.0160 0.0069 -0.0238
H 5.710 4.189 -1.477 -0.0355 0.1215 -0.0363
H 3.568 3.161 -0.773 -0.0360 -0.0389 -0.1337
H 3.361 4.489 -1.952 0.0746 0.0033 0.0175
H 2.363 4.436 -0.487 0.1258 0.0507 0.0666
C 8.239 1.942 -6.701 0.0346 0.1750 -0.0603
O 7.131 2.428 -7.450 -0.2304 -0.5558 0.2224
C 6.217 1.385 -7.805 -0.1470 0.6361 0.0816
C 4.990 1.380 -6.888 0.4926 -0.3387 0.0963
O 5.349 1.032 -5.546 -0.1491 0.2489 -0.1201
C 5.443 2.171 -4.696 0.0905 -0.0519 0.0862
H 8.752 2.797 -6.253 -0.1164 -0.0495 -0.1544
H 7.926 1.266 -5.899 -0.0157 0.0100 -0.0657
H 8.935 1.423 -7.367 0.0514 -0.0645 0.0843
H 6.717 0.410 -7.800 -0.0814 0.0701 0.1065
H 5.886 1.587 -8.829 -0.0167 -0.0370 0.0315
H 4.290 0.616 -7.238 -0.0107 -0.0245 -0.0742
H 4.474 2.347 -6.912 0.1470 -0.0334 -0.0190
H 4.439 2.523 -4.441 0.0785 0.1386 0.0178
H 6.011 2.982 -5.160 -0.0669 -0.0722 -0.0236
H 5.955 1.873 -3.777 -0.0906 -0.0873 -0.1261
C -5.440 -0.156 5.980 -0.1418 0.0564 0.1116
O -4.821 1.126 5.928 0.5264 -0.3039 -0.1547
C -3.412 1.057 6.172 -0.3309 0.4548 -0.3579
C -2.612 1.141 4.868 -0.1008 -0.4810 0.3420
O -2.840 -0.011 4.046 -0.2974 0.3413 -0.2828
C -3.763 0.247 2.993 0.1188 -0.2781 0.3366
H -6.439 -0.072 5.544 0.1245 0.1070 0.0941
H -4.877 -0.905 5.415 0.0237 0.0482 0.0245
H -5.536 -0.476 7.021 -0.0562 -0.1325 -0.0363
H -3.156 0.150 6.732 0.0005 0.0299 -0.1530
H -3.154 1.920 6.794 0.0410 -0.0372 -0.0263
H -1.545 1.155 5.107 0.0062 0.0132 0.0270
H -2.848 2.060 4.318 -0.0867 -0.0740 0.1001
H -3.272 0.831 2.209 -0.0333 0.1990 -0.1464
H -4.651 0.778 3.348 0.0965 0.0166 -0.0264
H -4.080 -0.711 2.572 0.1116 0.0330 0.1109
C -7.963 -0.498 9.620 0.0044 -0.0524 -0.1553
O -6.855 -1.338 9.311 -0.0283 0.0762 0.4660
C -5.950 -1.468 10.412 -0.0702 -0.5118 -0.3406
C -6.149 -2.798 11.146 -0.3722 0.4834 0.2961
O -7.428 -2.848 11.789 0.1878 -0.0602 -0.5212
C -8.378 -3.608 11.050 -0.0203 0.0780 0.1844
H -8.727 -0.640 8.851 0.1781 -0.0192 0.0270
H -8.401 -0.741 10.592 0.0793 -0.0006 -0.0466
H -7.645 0.549 9.611 -0.0799 0.0589 0.0694
H -6.049 -0.620 11.101 -0.0711 -0.1380 -0.0107
H -4.938 -1.447 9.997 0.0132 -0.0019 0.0362
H -5.394 -2.884 11.932 0.0361 0.0153 -0.0199
H -6.026 -3.648 10.464 -0.0306 0.1432 -0.0255
H -8.168 -4.675 11.168 -0.0514 -0.0499 -0.0991
H -8.375 -3.347 9.988 0.0562 -0.0097 0.0483
H -9.373 -3.400 11.453 0.1978 0.0020 0.0544